C37H58AsCl2CsN8O4PS2Si2 | ωB97M-V/def2-TZVPD

XYZ file:
```
116
C37H58AsCl2CsN8O4PS2Si2 ωB97M-V/def2-TZVPD
Cs -1.123 0.686 0.138
O -4.150 5.264 -4.439
C -4.099 4.581 -3.254
O -4.903 4.817 -2.402
C -3.035 3.570 -3.164
C -2.456 2.853 -4.203
N -1.587 2.001 -3.649
N -1.568 2.101 -2.318
C -2.437 3.040 -1.995
C -2.535 3.412 -0.522
O -2.208 4.575 -0.239
O -2.843 2.473 0.257
H -3.339 5.089 -4.929
H -2.639 2.842 -5.267
H -1.009 1.254 -4.038
N 1.764 -2.290 2.792
P 1.374 -1.983 1.133
C 2.637 -3.103 0.427
C 3.821 -2.501 0.003
C 4.872 -3.264 -0.486
C 4.744 -4.643 -0.567
C 3.570 -5.255 -0.149
C 2.524 -4.490 0.349
C -0.162 -2.968 0.962
C -1.062 -3.032 2.025
C -2.265 -3.717 1.894
C -2.577 -4.349 0.699
C -1.696 -4.272 -0.372
C -0.503 -3.575 -0.250
C 1.671 -1.358 3.801
C 2.394 -1.532 4.995
C 2.294 -0.564 5.967
C 1.483 0.546 5.751
C 0.785 0.604 4.561
N 0.862 -0.320 3.601
H 2.295 -3.118 3.000
H 3.911 -1.421 0.040
H 5.779 -2.776 -0.822
H 5.554 -5.240 -0.969
H 3.466 -6.331 -0.218
H 1.606 -4.974 0.663
H -0.839 -2.525 2.957
H -2.957 -3.734 2.728
H -3.518 -4.878 0.592
H -1.946 -4.732 -1.321
H 0.145 -3.472 -1.112
H 3.035 -2.395 5.121
H 2.859 -0.666 6.887
H 1.400 1.346 6.473
H 0.152 1.454 4.338
C -1.843 0.668 6.819
N -2.240 -0.145 5.689
C -2.924 0.343 4.617
S -3.865 -0.696 3.679
N -2.806 1.657 4.414
C -3.440 2.414 3.341
H -1.317 0.033 7.528
H -2.697 1.139 7.316
H -1.132 1.443 6.533
H -2.463 -1.108 5.865
H -2.105 2.144 4.947
H -4.243 1.816 2.924
H -2.742 2.645 2.539
H -3.847 3.339 3.750
Cl -3.466 -1.254 -0.496
C -4.950 -1.603 0.388
Cl -5.961 -2.798 -0.461
H -5.511 -0.686 0.496
H -4.673 -2.019 1.347
C -0.087 6.149 1.488
N 0.889 5.164 1.031
C 0.950 5.045 -0.425
C 1.485 4.310 1.871
S 1.050 4.144 3.492
N 2.509 3.552 1.308
C 3.648 4.301 0.784
C 2.927 2.342 1.999
H 0.097 7.083 0.951
H 0.030 6.305 2.554
H -1.093 5.794 1.262
H -0.074 4.993 -0.796
H 1.488 4.146 -0.708
H 1.437 5.924 -0.860
H 3.331 5.155 0.193
H 4.239 3.646 0.143
H 4.287 4.659 1.602
H 2.075 1.694 2.185
H 3.422 2.549 2.954
H 3.614 1.810 1.339
C -1.111 -1.004 -6.158
Si -1.086 -1.970 -4.533
C -2.891 -2.140 -4.036
C -0.496 -3.707 -4.976
As 0.079 -0.886 -2.850
Si 2.209 -1.313 -3.629
C 2.535 -0.974 -5.458
C 3.364 -0.153 -2.682
C 2.803 -3.081 -3.354
H -1.579 -1.600 -6.952
H -0.109 -0.716 -6.486
H -1.707 -0.092 -6.044
H -3.478 -2.505 -4.887
H -3.312 -1.182 -3.717
H -3.022 -2.838 -3.204
H -1.219 -4.181 -5.650
H -0.393 -4.329 -4.082
H 0.472 -3.691 -5.485
H 2.223 0.038 -5.730
H 2.005 -1.677 -6.108
H 3.608 -1.073 -5.667
H 3.353 0.836 -3.152
H 4.397 -0.520 -2.679
H 3.030 -0.026 -1.648
H 2.246 -3.779 -3.984
H 2.673 -3.397 -2.315
H 3.867 -3.166 -3.608
```

Calculated values
LUMO level (eV): 1.78
Net charge: -1
Energy relative to the best compared isomer or geometry (same formula, charge and spin) (kcal per mole): 39.0
Orbital gap (eV): 5.54